1.
Entry from OMol25: a structure of composition C4H10F6Li2N3O14S6 in a non-equilibrium geometry (wB97M-V/def2-TZVPD).

```
45
Properties=species:S:1:pos:R:3:forces:R:3
Li -0.573413 0.009234 -2.704078 -0.0147 0.6129 0.6872
Li 0.481821 -0.633935 0.017480 0.1039 -0.3065 1.0208
N 2.855104 -0.992050 3.169231 -2.1411 -0.5092 1.5858
S 1.962446 -0.864611 4.554519 1.7910 1.4817 -0.3003
O 2.635274 -1.384040 5.694756 -0.1559 -0.3920 0.0780
O 0.555415 -1.040178 4.410537 -0.1593 -0.2339 -0.1311
F 2.192782 0.695526 4.700289 -0.2893 -0.0171 0.0574
S 2.255625 -2.230915 2.410697 2.3422 -1.3569 -2.1303
O 1.245284 -1.951993 1.411132 -0.2658 0.4410 0.3098
O 2.168507 -3.480453 3.098674 -0.8142 0.4540 0.4298
F 3.565126 -2.489846 1.513080 -0.5806 0.3800 0.0274
N 1.286708 1.021377 0.815012 -0.4393 1.8191 -2.7551
S 1.525027 1.819584 -0.639141 1.9593 -2.2970 0.5917
O 2.177549 3.074865 -0.631512 -0.6547 0.4775 0.1910
O 0.507539 1.553312 -1.624675 -0.2977 0.0427 0.0374
F 2.663732 0.810543 -1.033997 0.0843 0.1527 -0.2957
S 0.655380 2.159841 1.718514 -0.7102 0.0141 2.4952
O -0.556118 2.738263 1.201521 0.3717 0.2494 -0.2985
O 1.664620 2.962961 2.311549 -0.4300 0.3496 -0.0761
F 0.112139 1.230657 2.869030 0.3142 0.1251 -0.1373
N 0.454801 -1.428689 -1.778713 3.0275 -2.5020 -1.2592
S 2.081834 -1.936911 -2.259514 0.5683 3.0906 -1.4668
O 2.096347 -2.869612 -3.329973 -0.2238 -0.5157 0.4550
O 3.000844 -1.976502 -1.197802 -0.0954 -0.0977 0.3192
F 2.352791 -0.581937 -3.049225 0.0129 -0.0082 0.0805
S -0.020168 -2.969891 -1.673880 -5.2777 -1.5842 1.5787
O 0.603390 -3.729836 -0.651957 0.9149 0.0240 -0.6039
O -0.499460 -3.589897 -2.863357 0.6956 0.3171 -0.3856
F -1.441018 -2.610171 -0.985417 0.2177 0.3299 0.0671
C -2.093053 2.437099 -3.488829 -0.5961 0.3039 -0.1805
O -2.076615 1.388711 -2.525480 -0.7033 -0.0002 -0.9820
C -2.719261 1.864001 -1.353065 1.0447 -0.2741 1.7634
C -2.960383 0.740945 -0.371820 -0.0558 -0.4486 -0.5351
O -1.761389 0.050875 -0.081485 0.5222 -0.0157 0.4197
C -1.800014 -0.443174 1.270120 -0.6455 0.5449 0.1725
H -1.667449 3.342553 -3.051465 0.2706 -0.0462 -0.1732
H -3.127094 2.665694 -3.777546 -0.0130 -0.0355 0.1895
H -1.609664 2.162669 -4.425058 0.4348 -0.2318 0.2964
H -3.659769 2.403851 -1.486286 -0.0178 -0.1448 -0.6840
H -2.015302 2.528853 -0.836294 -0.0600 0.2126 -0.2084
H -3.664323 0.001208 -0.776280 -0.1804 0.1236 0.0501
H -3.382304 1.182338 0.535718 0.0095 0.0260 -0.0135
H -2.724018 -1.010731 1.412737 0.1867 -0.2484 0.0344
H -1.815536 0.417621 1.945812 -0.0393 -0.1671 -0.0349
H -0.933732 -1.047226 1.536451 -0.0113 -0.1397 -0.2864
```
Positions in Å, forces in eV/Å.

total charge	-1
energy relative to the best compared isomer or geometry (same formula, charge and spin)	57.16	kJ/mol
max |F|	5.73	eV Å⁻¹
2S+1	1
E	-119174.8408	eV
gap between HOMO and LUMO	8.13	eV
E_HOMO	-0.2499	Eh



2.
Entry from OMol25: a structure of composition C32H40Cl5NP2Pt (wB97M-V/def2-TZVPD).

```
81
Properties=species:S:1:pos:R:3:forces:R:3
Pt 0.881984 -0.377719 -0.081077 -0.4470 -0.4468 0.6538
C 0.263039 -2.668368 -3.317500 -0.0623 -0.0311 -0.0316
C -0.488348 -3.214836 -2.097580 0.0660 -0.0163 -0.1147
C -1.660049 -4.111738 -2.500112 0.0080 -0.0587 -0.0209
P -0.804220 -1.854999 -0.906936 0.2248 0.1681 -0.1678
C -1.784213 -2.527276 0.499302 -0.0729 -0.0499 0.0237
C -3.258258 -2.807685 0.214857 -0.0465 -0.0518 0.0364
C -1.059633 -3.725769 1.112275 -0.0028 -0.0171 0.0459
C -1.844256 -0.568019 -1.651723 -0.0440 -0.0536 -0.0011
C -2.569851 -0.665883 -2.833486 0.0140 -0.0530 -0.0042
C -3.216794 0.429075 -3.390981 -0.0126 0.0261 0.0169
C -3.999240 0.310194 -4.671258 0.0053 -0.0075 0.0108
C -3.105102 1.647169 -2.725346 0.0083 -0.0027 0.0358
C -2.393309 1.769628 -1.544378 -0.0324 0.0707 -0.1018
C -1.755601 0.664115 -0.977994 0.1820 0.0348 0.3033
N -0.923376 0.710969 0.154246 -0.2648 0.3866 -0.2456
C -1.058967 1.665686 1.160015 -0.0589 -0.2197 -0.2307
C -2.249691 2.368727 1.405581 -0.0300 0.0352 0.0633
C -2.330277 3.301370 2.422967 -0.0229 -0.0112 -0.0236
C -1.247076 3.593310 3.250141 -0.0100 -0.0136 -0.0178
C -1.343954 4.623141 4.344939 0.0096 -0.0034 -0.0150
C -0.090193 2.857257 3.045056 0.0294 0.0075 0.0234
C 0.008581 1.885238 2.051221 0.0228 0.0218 0.0273
P 1.445402 0.809131 1.863550 0.2087 0.0953 -0.4462
C 2.896618 1.922910 1.752036 0.0608 0.0286 0.0617
C 4.173837 1.091996 1.621142 0.0192 -0.0113 -0.0058
C 2.730797 2.859355 0.555569 0.0090 -0.0016 0.0036
C 1.615916 -0.152607 3.423294 0.0302 -0.0557 0.0825
C 0.292011 -0.855054 3.727324 -0.0112 0.0172 0.0236
C 2.129057 0.621813 4.633526 -0.0196 -0.0475 0.0803
H 0.596788 -3.498876 -3.943113 -0.0073 0.0053 0.0067
H 1.136826 -2.090291 -3.023188 0.0069 -0.0149 0.0027
H -0.369015 -2.021248 -3.927322 -0.0279 -0.0045 0.0085
H 0.223350 -3.831122 -1.535187 0.0109 -0.0097 -0.0066
H -2.491504 -3.558596 -2.935434 0.0252 -0.0102 0.0082
H -2.047380 -4.679588 -1.656036 0.0214 -0.0103 -0.0070
H -1.315755 -4.830400 -3.247925 -0.0071 0.0026 0.0078
H -1.738484 -1.696618 1.209462 0.0088 0.0202 0.0186
H -3.397704 -3.632106 -0.484507 -0.0011 0.0338 0.0380
H -3.761279 -1.930025 -0.192302 0.0252 0.0028 0.0006
H -3.759955 -3.080319 1.147197 -0.0054 0.0092 -0.0158
H -1.153786 -4.614261 0.485021 0.0009 -0.0004 -0.0232
H -1.487168 -3.967952 2.087304 -0.0212 -0.0027 -0.0113
H 0.005525 -3.525652 1.254962 -0.0137 0.0337 -0.0069
H -2.624078 -1.612579 -3.355357 0.0077 0.0216 0.0084
H -3.862351 -0.670423 -5.127086 0.0019 -0.0008 0.0123
H -3.686527 1.061804 -5.397816 0.0016 0.0090 0.0119
H -5.067891 0.449300 -4.495308 -0.0004 0.0018 -0.0034
H -3.571259 2.529797 -3.150566 0.0134 -0.0076 -0.0001
H -2.283177 2.743438 -1.088219 -0.0084 -0.0048 -0.0305
H -3.121269 2.173075 0.798110 -0.0073 0.0041 0.0414
H -3.267387 3.827217 2.572965 0.0074 -0.0040 -0.0021
H -2.117597 5.359194 4.126259 0.0002 -0.0079 -0.0106
H -0.401975 5.157988 4.471786 0.0075 -0.0142 -0.0070
H -1.591349 4.163533 5.304586 -0.0036 -0.0106 0.0003
H 0.768209 3.052389 3.679756 -0.0042 -0.0071 -0.0064
H 2.932004 2.518852 2.669840 0.0280 -0.0063 0.0134
H 4.192193 0.585292 0.653263 -0.0202 -0.0164 0.0037
H 4.268287 0.327817 2.395226 -0.0068 0.0333 0.0244
H 5.052293 1.737715 1.680979 -0.0123 0.0002 -0.0231
H 2.623384 2.285181 -0.367789 0.0059 0.0086 0.0282
H 3.612087 3.497052 0.458050 -0.0038 -0.0008 0.0122
H 1.853821 3.499550 0.657910 -0.0021 -0.0109 0.0013
H 2.349282 -0.921733 3.157816 0.0221 0.0102 0.0059
H -0.462094 -0.136475 4.056278 0.0117 0.0012 -0.0110
H 0.431922 -1.592071 4.520523 -0.0048 0.0218 0.0136
H -0.097302 -1.372248 2.847723 0.0223 -0.0039 -0.0188
H 1.431484 1.405770 4.931683 -0.0093 -0.0191 -0.0123
H 3.104901 1.075267 4.458264 -0.0052 0.0035 -0.0173
H 2.229034 -0.059010 5.482597 0.0173 0.0161 -0.0041
Cl 0.925336 1.758013 -2.771933 -0.0133 -0.0770 0.0442
C 2.206372 0.587787 -2.705247 0.1155 0.0165 -0.0642
C 2.240651 -0.313961 -1.645889 0.0576 0.2522 -0.0599
C 3.283424 -1.228289 -1.651830 0.1082 -0.0942 -0.0724
Cl 3.340160 -2.408048 -0.361182 -0.0341 0.0947 -0.0316
C 4.259490 -1.267203 -2.643698 0.0054 -0.0693 0.0862
Cl 5.528445 -2.431471 -2.585773 -0.0086 0.0121 -0.0100
C 4.198114 -0.351142 -3.688932 0.0200 0.0121 -0.0354
Cl 5.392179 -0.371808 -4.931118 -0.0360 0.0042 0.0288
C 3.162607 0.581246 -3.719868 -0.0748 0.0442 0.0125
Cl 3.073290 1.715139 -5.013641 0.0257 -0.0068 -0.0144
```
Positions in Å, forces in eV/Å.

energy relative to the best compared isomer or geometry (same formula, charge and spin)	19.12	kJ/mol
max |F|	0.91	eV Å⁻¹
<S²>	2.010
2S+1	3
E	-119761.0575	eV
gap between HOMO and LUMO (spin up / spin down)	6.75 / 6.05	eV
E_HOMO (spin up / spin down)	-0.2302 / -0.2612	Eh